Entry 1:
{"formula": "C26H40N4O10", "method": "wB97M-V/def2-TZVPD", "elements": ["C", "N", "O", "O", "H", "H", "H", "C", "N", "O", "O", "H", "H", "H", "C", "N", "O", "O", "H", "H", "H", "C", "N", "O", "O", "H", "H", "H", "C", "C", "C", "C", "C", "C", "H", "H", "H", "H", "H", "H", "C", "C", "C", "C", "C", "C", "H", "H", "H", "H", "H", "H", "C", "C", "C", "C", "C", "C", "H", "H", "H", "H", "H", "H", "C", "O", "C", "C", "O", "C", "H", "H", "H", "H", "H", "H", "H", "H", "H", "H"], "coordinates": [[0.348, 0.848, -1.011], [0.515, 1.366, -2.391], [-0.014, 2.426, -2.737], [1.172, 0.703, -3.154], [1.195, 1.213, -0.429], [0.245, -0.236, -0.971], [-0.576, 1.260, -0.607], [-2.758, -4.107, 2.072], [-3.463, -4.596, 3.263], [-4.286, -3.842, 3.661], [-3.184, -5.648, 3.759], [-3.174, -4.547, 1.166], [-1.686, -4.229, 2.224], [-2.979, -3.041, 2.116], [-3.430, 6.492, -3.074], [-3.946, 5.879, -1.811], [-5.150, 5.741, -1.604], [-3.103, 5.470, -0.999], [-4.206, 6.491, -3.840], [-2.499, 5.967, -3.284], [-3.108, 7.505, -2.833], [3.468, 4.449, -7.540], [4.385, 5.606, -7.326], [5.272, 5.723, -8.173], [4.191, 6.338, -6.376], [3.758, 3.607, -6.912], [3.436, 4.166, -8.592], [2.549, 4.892, -7.157], [6.317, 2.719, 0.125], [5.837, 3.769, -0.648], [4.852, 4.593, -0.095], [4.312, 4.402, 1.157], [4.841, 3.363, 1.921], [5.871, 2.583, 1.453], [7.049, 2.056, -0.314], [6.193, 3.973, -1.647], [4.431, 5.417, -0.652], [3.495, 5.001, 1.532], [4.545, 3.226, 2.950], [6.305, 1.757, 1.998], [1.197, -5.452, -1.885], [2.054, -5.407, -0.813], [2.033, -6.475, 0.063], [1.082, -7.512, -0.119], [0.192, -7.458, -1.190], [0.247, -6.389, -2.054], [1.214, -4.602, -2.551], [2.796, -4.631, -0.692], [2.728, -6.554, 0.886], [0.924, -8.286, 0.619], [-0.577, -8.205, -1.314], [-0.406, -6.264, -2.905], [1.068, -3.392, 6.294], [0.390, -2.240, 6.630], [0.592, -1.119, 5.808], [1.506, -1.123, 4.744], [2.155, -2.327, 4.453], [1.874, -3.478, 5.157], [1.010, -4.238, 6.963], [-0.243, -2.258, 7.504], [0.130, -0.189, 6.105], [1.636, -0.305, 4.052], [2.833, -2.219, 3.620], [2.338, -4.448, 5.058], [-4.577, 1.241, 2.749], [-4.328, 1.096, 1.324], [-5.525, 0.724, 0.561], [-5.085, 0.569, -0.927], [-4.413, -0.677, -1.040], [-3.919, -0.965, -2.384], [-5.462, 1.781, 3.086], [-3.713, 1.695, 3.235], [-4.749, 0.228, 3.113], [-6.413, 1.355, 0.509], [-5.899, -0.249, 0.881], [-4.420, 1.413, -1.110], [-5.959, 0.730, -1.558], [-3.260, -0.152, -2.689], [-4.737, -1.088, -3.095], [-3.335, -1.882, -2.308]], "homo_ev": -9.4627, "lumo_energy_ha": 0.0020, "smiles": "C[N+](=O)[O-].C[N+](=O)[O-].C[N+](=O)[O-].C[N+](=O)[O-].c1ccccc1.c1ccccc1.c1ccccc1.COCCOC"}

Entry 2:
{"formula": "C26H41BF17NO24S4Zr", "method": "wB97M-V/def2-TZVPD", "elements": ["Zr", "N", "S", "O", "O", "F", "S", "O", "O", "F", "B", "H", "H", "H", "H", "O", "C", "C", "O", "H", "H", "H", "H", "C", "C", "O", "C", "O", "C", "F", "F", "F", "H", "H", "H", "H", "H", "C", "C", "O", "C", "O", "C", "F", "F", "F", "H", "H", "H", "H", "H", "C", "C", "O", "C", "O", "C", "F", "F", "F", "H", "H", "H", "H", "H", "C", "C", "O", "C", "O", "C", "F", "F", "F", "H", "H", "H", "H", "H", "C", "C", "O", "C", "O", "C", "F", "F", "F", "H", "H", "H", "H", "H", "C", "C", "O", "S", "O", "O", "O", "H", "H", "H", "H", "C", "C", "O", "S", "O", "O", "O", "H", "H", "H", "H"], "coordinates": [[-0.593, -1.632, 0.940], [-0.569, 0.090, -0.213], [-1.641, 1.309, -0.331], [-2.589, 1.165, -1.385], [-1.358, 2.580, 0.189], [-2.594, 0.635, 0.806], [0.623, 0.912, -1.157], [1.402, 1.840, -0.463], [0.147, 1.121, -2.465], [1.551, -0.339, -1.356], [1.527, -1.688, 1.622], [0.825, -1.864, 2.531], [2.692, -1.776, 1.834], [1.248, -2.401, 0.770], [1.312, -0.632, 1.197], [-2.244, -1.701, 2.261], [-2.573, -2.979, 2.719], [-1.616, -4.060, 2.212], [-0.888, -3.728, 1.045], [-3.631, -3.203, 2.505], [-2.566, -3.124, 3.812], [-2.004, -5.085, 2.264], [-0.879, -4.119, 3.039], [0.501, 4.975, 2.389], [0.201, 6.061, 1.366], [-0.393, 5.394, 0.224], [-0.374, 6.038, -0.917], [-0.008, 7.147, -1.136], [-0.916, 5.109, -2.018], [-0.204, 3.980, -2.113], [-2.163, 4.746, -1.692], [-0.959, 5.688, -3.213], [0.703, 4.032, 1.883], [-0.242, 4.861, 3.175], [1.422, 5.255, 2.909], [1.125, 6.541, 1.063], [-0.549, 6.761, 1.727], [-6.204, -3.051, 0.039], [-4.760, -3.436, -0.199], [-4.375, -2.830, -1.479], [-3.374, -2.003, -1.525], [-2.555, -1.850, -0.658], [-3.335, -1.324, -2.920], [-4.204, -0.303, -2.943], [-2.112, -0.918, -3.200], [-3.701, -2.186, -3.874], [-6.497, -3.275, 1.071], [-6.928, -3.616, -0.549], [-6.399, -1.991, -0.115], [-4.660, -4.510, -0.308], [-4.106, -2.984, 0.540], [-2.440, 1.871, 4.406], [-1.409, 0.932, 4.962], [-0.056, 1.355, 4.695], [0.394, 1.119, 3.501], [-0.261, 0.615, 2.627], [1.896, 1.467, 3.370], [2.647, 0.563, 3.973], [2.205, 1.487, 2.073], [2.129, 2.700, 3.839], [-2.274, 2.074, 3.346], [-2.593, 2.829, 4.899], [-3.419, 1.385, 4.348], [-1.587, -0.076, 4.574], [-1.510, 0.766, 6.035], [4.579, 1.030, -0.834], [4.693, 2.493, -0.446], [5.862, 2.642, 0.364], [6.432, 3.828, 0.472], [6.027, 4.858, 0.044], [7.740, 3.777, 1.293], [7.788, 4.816, 2.109], [7.848, 2.644, 2.012], [8.799, 3.809, 0.480], [3.839, 0.822, -1.606], [4.175, 0.433, -0.011], [5.532, 0.617, -1.164], [3.808, 2.711, 0.154], [4.663, 3.138, -1.321], [0.832, -6.049, -0.800], [1.822, -4.933, -1.059], [1.575, -4.241, -2.289], [0.770, -3.217, -2.295], [0.219, -2.683, -1.362], [0.431, -2.710, -3.718], [0.703, -1.418, -3.793], [1.112, -3.368, -4.663], [-0.867, -2.914, -3.944], [1.033, -6.958, -1.363], [-0.203, -5.736, -0.948], [0.841, -6.267, 0.269], [2.797, -5.400, -1.205], [1.916, -4.303, -0.189], [5.178, -4.456, -3.151], [4.687, -4.306, -4.555], [4.321, -2.920, -4.664], [4.973, -2.038, -3.486], [3.893, -1.692, -2.631], [5.742, -1.027, -4.079], [5.850, -3.219, -2.874], [5.779, -5.355, -3.013], [4.426, -4.546, -2.360], [3.782, -4.873, -4.769], [5.422, -4.477, -5.342], [-5.519, 2.649, -1.146], [-6.393, 1.796, -0.232], [-5.718, 1.827, 1.038], [-5.221, 3.347, 1.245], [-4.073, 3.291, 2.050], [-6.335, 4.147, 1.608], [-4.960, 3.635, -0.298], [-6.189, 3.082, -1.885], [-4.756, 2.020, -1.595], [-6.510, 0.773, -0.579], [-7.386, 2.205, -0.018]], "homo_ev": -9.5672, "lumo_energy_ha": -0.0072}

Entry 3:
{"formula": "C26H41Cl8FO6", "method": "wB97M-V/def2-TZVPD", "elements": ["C", "Cl", "Cl", "Cl", "Cl", "C", "Cl", "Cl", "Cl", "Cl", "C", "C", "O", "C", "H", "H", "H", "H", "H", "H", "C", "C", "O", "C", "H", "H", "H", "H", "H", "H", "C", "C", "O", "C", "H", "H", "H", "H", "H", "H", "C", "C", "O", "C", "H", "H", "H", "H", "H", "H", "C", "C", "O", "C", "H", "H", "H", "H", "H", "H", "C", "C", "O", "C", "H", "H", "H", "H", "H", "H", "F", "C", "C", "C", "C", "C", "C", "H", "H", "H", "H", "H"], "coordinates": [[0.310, -0.611, -5.166], [-0.602, -1.091, -6.565], [1.342, 0.795, -5.495], [-0.821, -0.116, -3.934], [1.287, -2.046, -4.782], [-3.924, 2.080, 2.135], [-2.144, 1.748, 2.273], [-4.763, 1.547, 3.683], [-4.291, 3.874, 1.867], [-4.471, 1.167, 0.735], [2.427, -5.421, -0.854], [0.992, -4.842, -0.910], [0.100, -5.338, -0.282], [0.725, -3.789, -1.905], [2.468, -6.237, -1.576], [2.586, -5.774, 0.165], [3.109, -4.591, -1.039], [1.214, -2.856, -1.625], [-0.352, -3.647, -1.811], [0.970, -4.149, -2.904], [-3.620, -4.640, -1.382], [-4.575, -3.578, -1.670], [-5.722, -3.711, -1.363], [-3.941, -2.300, -2.341], [-4.025, -5.234, -0.564], [-2.675, -4.141, -1.164], [-3.580, -5.369, -2.191], [-3.254, -1.887, -1.602], [-4.706, -1.564, -2.592], [-3.294, -2.500, -3.195], [0.196, 1.326, 5.254], [-0.715, 1.232, 6.431], [-1.862, 1.739, 6.395], [-0.270, 0.358, 7.691], [-0.216, 0.591, 4.563], [1.192, 0.997, 5.550], [0.171, 2.312, 4.791], [-0.155, -0.675, 7.363], [-1.108, 0.442, 8.383], [0.560, 0.828, 8.220], [3.569, 0.235, -2.730], [4.124, -1.110, -2.265], [3.606, -1.752, -1.387], [5.217, -1.693, -3.075], [4.118, 1.140, -2.469], [2.615, 0.548, -2.307], [3.462, 0.272, -3.815], [5.959, -0.927, -3.298], [4.806, -1.983, -4.042], [5.688, -2.518, -2.540], [-1.133, -0.393, -0.387], [0.230, 0.192, -0.094], [0.853, 0.813, -0.922], [0.853, -0.155, 1.229], [-1.252, -1.071, 0.458], [-1.110, -1.076, -1.237], [-1.968, 0.301, -0.474], [1.254, -1.159, 1.368], [0.193, 0.098, 2.059], [1.736, 0.469, 1.366], [-2.532, 3.708, -1.360], [-3.328, 3.509, -2.644], [-3.067, 2.634, -3.508], [-4.582, 4.318, -2.783], [-1.569, 4.195, -1.512], [-2.346, 2.717, -0.946], [-2.997, 4.290, -0.565], [-5.133, 4.298, -1.843], [-5.209, 3.974, -3.606], [-4.315, 5.352, -3.002], [2.805, 3.232, 4.961], [2.958, 3.135, 3.654], [2.003, 3.672, 2.736], [2.187, 3.495, 1.374], [3.345, 2.860, 0.911], [4.205, 2.331, 1.843], [4.013, 2.425, 3.197], [1.151, 4.214, 3.119], [1.503, 3.878, 0.631], [3.643, 2.580, -0.088], [5.133, 1.910, 1.486], [4.749, 2.113, 3.923]], "homo_ev": [-1.0387, -6.5595], "spin_multiplicity": 2, "lumo_energy_ha": [0.0634, 0.0634], "total_charge": -1}

Entry 4:
{"formula": "C26H41ClN6OPPb", "method": "wB97M-V/def2-TZVPD", "elements": ["Pb", "O", "C", "C", "C", "C", "C", "C", "N", "H", "H", "H", "H", "H", "H", "H", "Cl", "C", "C", "C", "C", "N", "C", "H", "H", "H", "H", "N", "P", "N", "C", "C", "C", "C", "C", "N", "C", "C", "C", "C", "C", "N", "C", "C", "C", "C", "C", "H", "H", "H", "H", "H", "H", "H", "H", "H", "H", "H", "H", "H", "H", "H", "H", "H", "H", "H", "H", "H", "H", "H", "H", "H", "H", "H", "H", "H", "H"], "coordinates": [[0.485, -0.129, 0.137], [-0.192, 2.346, 0.088], [-1.250, 2.769, 0.947], [-1.762, 1.652, 1.823], [-2.822, 1.936, 2.679], [-3.267, 0.968, 3.559], [-2.641, -0.274, 3.567], [-1.619, -0.495, 2.673], [-1.192, 0.441, 1.807], [0.412, 3.084, -0.059], [-2.075, 3.162, 0.347], [-0.910, 3.573, 1.603], [-3.275, 2.919, 2.659], [-4.082, 1.182, 4.238], [-2.936, -1.047, 4.262], [-1.103, -1.448, 2.640], [3.258, -4.220, 3.641], [2.170, -4.012, 2.343], [1.725, -5.095, 1.594], [0.832, -4.865, 0.558], [0.416, -3.572, 0.303], [0.855, -2.528, 1.016], [1.711, -2.741, 2.015], [2.072, -6.094, 1.819], [0.469, -5.689, -0.041], [-0.291, -3.343, -0.487], [2.054, -1.882, 2.581], [-1.022, -0.801, -1.321], [-1.966, -1.487, -2.295], [-3.136, -2.494, -1.667], [-4.289, -2.999, -2.417], [-4.615, -4.435, -1.988], [-4.836, -4.505, -0.480], [-3.618, -3.945, 0.253], [-3.347, -2.510, -0.211], [-1.102, -2.391, -3.456], [-1.414, -3.750, -3.849], [-0.162, -4.563, -4.169], [0.704, -3.914, -5.268], [0.417, -2.410, -5.367], [0.148, -1.843, -3.973], [-2.915, -0.435, -3.287], [-3.984, 0.308, -2.674], [-4.004, 1.749, -3.210], [-4.267, 1.773, -4.726], [-3.946, 0.416, -5.370], [-2.754, -0.274, -4.725], [-4.097, -2.956, -3.493], [-5.166, -2.371, -2.207], [-3.786, -5.092, -2.270], [-5.497, -4.771, -2.533], [-5.016, -5.536, -0.180], [-5.728, -3.934, -0.206], [-2.737, -4.558, 0.042], [-3.771, -3.935, 1.333], [-2.470, -2.096, 0.278], [-4.220, -1.895, 0.042], [-2.055, -3.716, -4.747], [-2.004, -4.215, -3.058], [-0.474, -5.562, -4.467], [0.416, -4.667, -3.246], [0.519, -4.388, -6.230], [1.757, -4.074, -5.040], [-0.456, -2.231, -5.999], [1.258, -1.886, -5.817], [0.105, -0.754, -3.937], [0.968, -2.154, -3.311], [-3.876, 0.266, -1.589], [-4.942, -0.162, -2.950], [-3.039, 2.203, -2.976], [-4.770, 2.303, -2.673], [-3.663, 2.553, -5.190], [-5.306, 2.022, -4.933], [-3.743, 0.533, -6.433], [-4.815, -0.244, -5.289], [-1.841, 0.315, -4.907], [-2.589, -1.252, -5.189]], "homo_ev": [-16.6738, -16.6737], "lumo_energy_ha": [-0.4309, -0.4405], "total_charge": 3}

Entry 5:
{"formula": "C26H41N3O6SSiTm", "method": "wB97M-V/def2-TZVPD", "elements": ["Tm", "O", "C", "C", "C", "C", "C", "C", "N", "H", "H", "H", "H", "H", "H", "H", "C", "C", "C", "O", "C", "O", "O", "H", "H", "H", "H", "H", "H", "H", "C", "Si", "C", "C", "O", "H", "H", "H", "H", "H", "H", "H", "H", "H", "C", "C", "C", "C", "C", "C", "C", "S", "C", "O", "H", "H", "H", "H", "H", "H", "H", "H", "H", "H", "C", "C", "C", "C", "N", "N", "C", "H", "H", "H", "H", "H", "H", "H", "H"], "coordinates": [[0.585, 0.241, 0.884], [-0.908, 0.467, 2.775], [-2.270, 0.957, 2.636], [-2.696, 1.186, 1.207], [-3.896, 1.782, 0.950], [-4.148, 2.352, -0.305], [-3.247, 2.126, -1.330], [-2.174, 1.251, -1.090], [-1.839, 0.875, 0.174], [-0.493, 0.715, 3.656], [-2.566, 1.887, 3.239], [-2.938, 0.202, 3.000], [-4.482, 2.001, 1.833], [-5.002, 3.109, -0.417], [-3.431, 2.532, -2.356], [-1.492, 0.933, -1.876], [4.991, 0.117, 0.478], [3.808, -0.438, 1.281], [4.031, -1.776, 1.946], [2.675, -0.633, 0.369], [3.225, 0.579, 2.320], [4.047, 1.377, 2.807], [1.996, 0.423, 2.668], [5.124, -0.480, -0.402], [5.895, 0.048, 1.130], [4.743, 1.129, 0.195], [3.878, -2.628, 1.271], [3.369, -1.845, 2.795], [5.094, -1.800, 2.240], [2.650, -0.095, -0.421], [0.036, -0.888, -3.644], [1.412, 0.069, -2.827], [3.200, -0.603, -3.243], [1.474, 1.789, -3.662], [1.079, 0.214, -1.260], [-0.755, -1.259, -2.924], [0.403, -1.748, -4.151], [-0.366, -0.179, -4.325], [3.355, -0.586, -4.338], [3.294, -1.609, -2.838], [4.034, 0.016, -2.827], [1.641, 1.686, -4.738], [2.316, 2.346, -3.354], [0.615, 2.418, -3.417], [-5.219, -4.532, -1.970], [-3.811, -4.269, -1.487], [-2.683, -5.146, -1.688], [-1.389, -4.836, -1.195], [-1.209, -3.510, -0.635], [-2.292, -2.699, -0.403], [-3.549, -3.086, -0.811], [0.385, -2.885, -0.019], [0.851, -4.230, 1.070], [0.012, -1.821, 1.010], [-5.831, -5.253, -1.409], [-5.234, -4.894, -2.992], [-5.844, -3.572, -1.904], [-2.775, -6.107, -2.180], [-0.500, -5.466, -1.350], [-2.158, -1.617, -0.056], [-4.397, -2.445, -0.518], [0.278, -4.135, 1.960], [1.918, -4.240, 1.254], [0.533, -5.151, 0.530], [0.794, 4.634, 4.310], [0.566, 4.162, 2.966], [0.014, 4.763, 1.835], [0.190, 3.820, 0.765], [0.747, 2.693, 1.241], [1.072, 2.939, 2.562], [0.000, 4.039, -0.681], [0.644, 5.728, 4.280], [1.827, 4.367, 4.701], [0.038, 4.289, 5.019], [-0.690, 5.650, 1.833], [1.672, 2.287, 3.014], [0.178, 5.114, -0.979], [-1.070, 3.723, -0.953], [0.667, 3.426, -1.232]], "homo_ev": [-11.4910, -11.4901], "spin_multiplicity": 3, "lumo_energy_ha": [-0.0941, -0.0941], "total_charge": 1}

| no. | E_tot (eV) |
| --- | --- |
| 1 | -54031.592 |
| 2 | -169751.062 |
| 3 | -142806.797 |
| 4 | -65648.979 |
| 5 | -92625.693 |